Entry from the OMol25 dataset: a 16-piece molecular cluster, C42H74N15O4P2 overall at a distorted geometry (ωB97M-V/def2-TZVPD).

```
137
C42H74N15O4P2 ωB97M-V/def2-TZVPD
C 1.857 -1.527 1.862
C 1.046 -0.626 0.941
O 1.654 0.640 0.762
C 1.491 1.494 1.864
C 0.145 2.206 1.886
O -0.271 2.596 0.604
C -1.351 1.857 0.052
C -2.567 2.721 -0.184
O -3.551 2.507 0.778
C -4.773 1.998 0.230
P -4.759 0.080 -0.068
C -4.808 -1.779 -0.616
C -6.180 -2.253 -0.839
O -6.564 -2.633 -1.907
P -5.738 -0.310 1.960
C -5.578 -2.100 2.463
C -4.709 0.481 3.280
C -5.076 1.928 3.571
H 1.705 -1.172 2.872
H 1.568 -2.557 1.788
H 2.906 -1.384 1.649
H 0.069 -0.496 1.393
H 0.886 -1.110 -0.007
H 2.291 2.217 1.838
H 1.592 0.980 2.816
H 0.311 3.119 2.444
H -0.594 1.635 2.436
H -1.623 0.986 0.630
H -1.005 1.494 -0.913
H -2.251 3.760 -0.135
H -2.912 2.534 -1.196
H -4.953 2.441 -0.750
H -5.611 2.311 0.842
H -6.029 0.269 -0.730
H -4.006 0.384 -1.343
H -3.443 -0.062 0.587
H -4.348 -1.843 -1.593
H -4.227 -2.428 0.031
H -6.920 -2.223 -0.026
H -6.283 -2.733 1.955
H -5.720 -2.134 3.533
H -4.557 -2.419 2.286
H -4.949 -0.083 4.175
H -3.642 0.336 3.114
H -4.311 2.588 3.189
H -5.142 2.093 4.637
H -6.015 2.196 3.115
C 3.967 -2.961 -1.488
C 3.307 -3.752 -0.461
N 2.777 -4.370 0.338
H 3.820 -1.904 -1.281
H 5.031 -3.181 -1.502
H 3.545 -3.195 -2.460
C 3.794 2.827 -0.764
C 4.079 1.413 -0.938
N 4.302 0.306 -1.073
H 2.858 2.943 -0.223
H 4.597 3.299 -0.202
H 3.706 3.306 -1.737
C -5.514 1.633 7.807
C -5.542 0.481 6.920
N -5.565 -0.373 6.165
H -4.587 1.624 8.379
H -5.568 2.533 7.190
H -6.356 1.617 8.495
C -0.403 6.682 4.024
C 0.503 5.607 4.395
N 1.199 4.751 4.686
H -0.753 6.503 3.008
H -1.259 6.697 4.691
H 0.115 7.637 4.082
C 7.417 -3.860 -4.341
C 5.981 -3.616 -4.387
N 4.857 -3.431 -4.423
H 7.659 -4.743 -4.915
H 7.947 -3.008 -4.761
H 7.735 -4.005 -3.312
C 9.243 -8.128 -3.587
C 9.495 -6.820 -4.166
N 9.693 -5.795 -4.626
H 9.817 -8.868 -4.143
H 9.556 -8.135 -2.545
H 8.182 -8.365 -3.642
C 13.070 -7.214 -5.606
C 12.279 -8.424 -5.429
N 11.640 -9.358 -5.292
H 13.277 -7.063 -6.661
H 12.515 -6.360 -5.223
H 14.008 -7.299 -5.070
C -7.925 3.630 -1.966
C -8.115 2.333 -1.338
N -8.264 1.307 -0.867
H -7.842 3.504 -3.041
H -8.755 4.299 -1.742
H -7.002 4.070 -1.595
C -5.419 5.147 3.536
C -5.835 4.527 4.785
N -6.183 4.071 5.769
H -5.203 6.197 3.721
H -4.531 4.668 3.143
H -6.223 5.069 2.805
C 14.949 -3.206 -7.103
C 15.165 -4.393 -6.289
N 15.334 -5.321 -5.650
H 15.050 -3.459 -8.156
H 13.951 -2.814 -6.923
H 15.684 -2.446 -6.845
C -3.412 2.605 -3.814
C -4.664 3.315 -4.022
N -5.673 3.814 -4.191
H -3.354 1.751 -4.482
H -2.566 3.260 -4.004
H -3.374 2.253 -2.785
C -3.159 -5.804 2.240
C -2.727 -4.458 1.904
N -2.394 -3.401 1.642
H -2.708 -6.517 1.554
H -2.857 -6.044 3.257
H -4.243 -5.868 2.163
C -0.649 4.857 -1.748
C -1.042 5.610 -0.568
N -1.353 6.210 0.349
H -1.387 4.087 -1.954
H -0.577 5.526 -2.604
H 0.315 4.385 -1.574
C -2.429 2.707 6.032
C -2.538 3.977 5.338
N -2.641 4.955 4.761
H -1.654 2.102 5.567
H -2.175 2.878 7.077
H -3.377 2.180 5.969
C -1.431 -0.948 -3.049
C -0.983 0.291 -3.668
N -0.632 1.262 -4.153
H -0.606 -1.657 -3.009
H -1.783 -0.750 -2.038
H -2.246 -1.376 -3.628
```

Values from the calculation:
Charge = -1
Spin multiplicity = 1
Gap between HOMO and LUMO = 4.163 eV

Results of the Mulliken charge analysis, in e, for atoms 1 through 2: number 1, C, carries -1.51; number 2, C, carries 0.02


Entry from the OMol25 dataset: a 2-piece molecular cluster, C28H24ClF5N2O2 overall at a distorted geometry (ωB97M-V/def2-TZVPD).

```
62
C28H24ClF5N2O2 ωB97M-V/def2-TZVPD
Cl 8.332 -2.452 -0.831
C 6.696 -1.998 -0.930
C 5.689 -2.975 -0.968
C 4.365 -2.617 -1.107
C 3.988 -1.252 -1.234
O 2.737 -1.009 -1.565
C 5.006 -0.263 -1.095
C 6.336 -0.642 -0.962
H 5.972 -4.017 -0.930
H 3.576 -3.347 -1.234
H 4.691 0.783 -1.148
H 7.109 0.116 -0.886
C -4.415 2.489 1.471
N -3.251 1.639 1.390
C -2.937 0.762 2.387
O -3.525 0.688 3.470
C -1.718 -0.029 1.930
C -2.030 -1.505 1.754
C -2.480 -2.116 3.044
C -3.814 -2.466 3.261
F -4.717 -2.284 2.261
C -4.265 -2.932 4.493
F -5.569 -3.224 4.683
C -3.354 -3.070 5.543
F -3.772 -3.509 6.744
C -2.006 -2.759 5.348
F -1.124 -2.894 6.360
C -1.594 -2.277 4.109
F -0.291 -1.912 3.945
N -1.341 0.656 0.683
C -0.204 0.276 0.064
C 0.240 0.715 -1.169
C 1.563 0.578 -1.676
C 1.895 0.998 -3.028
C 3.016 0.560 -3.786
C 3.381 1.162 -4.984
C 2.583 2.181 -5.526
C 1.409 2.559 -4.864
C 1.066 1.956 -3.655
C -2.364 1.624 0.233
C -3.108 1.119 -1.010
C -1.793 3.023 -0.026
H -4.984 2.202 2.358
H -4.131 3.546 1.555
H -5.046 2.372 0.582
H -0.919 0.071 2.686
H -2.827 -1.621 1.009
H -1.126 -2.013 1.395
H 0.381 -0.461 0.619
H -0.549 1.191 -1.771
H 2.402 0.382 -0.992
H 3.609 -0.275 -3.428
H 4.298 0.851 -5.493
H 2.875 2.677 -6.452
H 0.758 3.346 -5.256
H 0.155 2.288 -3.164
H -3.583 0.153 -0.799
H -3.874 1.852 -1.287
H -2.433 0.990 -1.862
H -1.370 3.429 0.901
H -1.013 3.009 -0.794
H -2.604 3.676 -0.366
```

Values from the calculation:
Charge = 0
Spin multiplicity = 1
Gap between HOMO and LUMO = 6.080 eV
ΔE to the lowest compared entry with this formula, charge and spin = 145.5 kJ/mol

Results of the Mulliken charge analysis, in e, for atoms 1 through 2: number 1, Cl, carries -0.24; number 2, C, carries 0.28


Entry from the OMol25 dataset: a 4-piece molecular cluster, C5H14O3 overall at a distorted geometry (ωB97M-V/def2-TZVPD).

```
22
C5H14O3 ωB97M-V/def2-TZVPD
C -1.971 -1.222 0.871
C -2.110 -0.980 -0.432
C -1.094 -0.339 -1.269
C -0.885 0.975 -1.398
C -0.185 1.474 -2.624
H -2.744 -1.401 1.608
H -0.970 -1.287 1.292
H -3.055 -1.193 -0.932
H -0.535 -0.947 -1.976
H -1.301 1.785 -0.809
H 0.298 2.453 -2.527
H -0.920 1.649 -3.420
H 0.598 0.809 -2.999
O -1.122 5.102 2.446
H -1.308 5.661 1.701
H -0.727 4.315 2.079
O 4.773 -2.461 4.096
H 5.109 -3.281 3.826
H 5.321 -1.725 4.351
O 0.984 -2.863 -1.564
H 0.762 -3.767 -1.682
H 1.084 -2.759 -0.636
```

Values from the calculation:
Charge = 0
Spin multiplicity = 1
Gap between HOMO and LUMO = 9.858 eV
ΔE to the lowest compared entry with this formula, charge and spin = 176.8 kJ/mol
SMILES string = C=C/C=C/C.O.O.O

Results of the Mulliken charge analysis, in e, for atoms 1 through 2: number 1, C, carries -0.61; number 2, C, carries -0.20


What did the third record say?
Entry from the OMol25 dataset: a 4-piece molecular cluster, C5H14O3 overall at a distorted geometry (ωB97M-V/def2-TZVPD).

```
22
C5H14O3 ωB97M-V/def2-TZVPD
C -1.971 -1.222 0.871
C -2.110 -0.980 -0.432
C -1.094 -0.339 -1.269
C -0.885 0.975 -1.398
C -0.185 1.474 -2.624
H -2.744 -1.401 1.608
H -0.970 -1.287 1.292
H -3.055 -1.193 -0.932
H -0.535 -0.947 -1.976
H -1.301 1.785 -0.809
H 0.298 2.453 -2.527
H -0.920 1.649 -3.420
H 0.598 0.809 -2.999
O -1.122 5.102 2.446
H -1.308 5.661 1.701
H -0.727 4.315 2.079
O 4.773 -2.461 4.096
H 5.109 -3.281 3.826
H 5.321 -1.725 4.351
O 0.984 -2.863 -1.564
H 0.762 -3.767 -1.682
H 1.084 -2.759 -0.636
```

Values from the calculation:
Charge = 0
Spin multiplicity = 1
Gap between HOMO and LUMO = 9.858 eV
ΔE to the lowest compared entry with this formula, charge and spin = 176.8 kJ/mol
SMILES string = C=C/C=C/C.O.O.O

Results of the Mulliken charge analysis, in e, for atoms 1 through 2: number 1, C, carries -0.61; number 2, C, carries -0.20